46
Properties=species:S:1:pos:R:3:lowdin_charge:R:1 method="wB97M-V/def2-TZVPD" spin_multiplicity=3 largest_force_ha_per_bohr=0.0247 s_squared=2.02 homo_lumo_gap_ha="0.2925 / 0.2227" relative_energy_kcal_mol=11.89 e_lumo_ha="0.0144 / -0.0806" homo_ev="-7.569 / -8.252"
Pt 0.28479 -0.65110 -1.00185 0.782
C -0.96027 -3.57383 -1.63954 -0.091
C -2.12661 -2.59325 -1.54436 -0.249
N -1.92619 -1.45561 -0.60721 -0.273
C -2.89264 -0.37678 -0.88157 -0.250
C -2.55791 0.93626 -0.18744 -0.076
C -1.95344 -1.89158 0.79909 -0.165
C -0.81045 -1.31855 1.64170 -0.211
N 0.43761 -1.42824 0.90928 -0.099
C 1.63210 -1.29729 1.56130 -0.168
C 2.85263 -1.60839 0.89651 -0.164
F 2.80388 -2.06884 -0.35420 0.069
C 4.08345 -1.46287 1.48887 -0.216
F 5.18345 -1.77719 0.80026 0.106
C 4.20188 -1.00335 2.78718 0.084
C 3.03837 -0.72711 3.47285 -0.216
F 3.11432 -0.29031 4.73455 0.101
C 1.79367 -0.87560 2.89867 -0.139
F 0.72258 -0.56497 3.64472 0.088
H -1.13940 -4.27607 -2.45377 0.080
H -0.82296 -4.14141 -0.71982 0.070
H -0.03584 -3.03557 -1.85257 0.038
H -3.03516 -3.13859 -1.25536 0.125
H -2.29349 -2.16431 -2.53257 0.114
H -3.90170 -0.69796 -0.58897 0.124
H -2.88887 -0.20830 -1.95858 0.116
H -2.72007 0.88969 0.88943 0.073
H -3.17994 1.73575 -0.58967 0.085
H -1.51586 1.18626 -0.38170 0.031
H -1.87325 -2.97773 0.82428 0.114
H -2.90872 -1.61699 1.25703 0.129
H -0.76607 -1.88751 2.57329 0.127
H -1.00568 -0.27517 1.90522 0.114
H 5.16724 -0.86783 3.25076 0.140
F -0.08809 6.36022 -0.66546 0.131
C 0.20284 5.12215 -1.05546 -0.142
C 0.51103 4.14846 -0.12431 -0.148
F 0.51402 4.44566 1.17643 0.123
C 0.81606 2.86470 -0.53740 -0.251
F 1.15054 1.99583 0.42057 0.062
C 0.77066 2.47378 -1.88331 -0.531
S 1.06212 0.86644 -2.52082 0.560
C 0.48246 3.49717 -2.79255 -0.253
F 0.43234 3.21354 -4.09387 0.081
C 0.21045 4.79219 -2.39862 -0.146
F -0.06590 5.72419 -3.31100 0.124

***

43
Properties=species:S:1:pos:R:3:lowdin_charge:R:1 method="wB97M-V/def2-TZVPD" largest_force_ha_per_bohr=0.0272 homo_lumo_gap_ha=0.3362 e_lumo_ha=0.0168 homo_ev=-8.691 smiles="O=C(Cn1cnc2c(nnn2Cc2ccccc2F)c1=O)NCc1ccco1"
O -3.44988 -2.59682 0.65410 0.067
C -3.08594 -1.62409 0.03082 -0.474
N -3.56872 -0.38341 0.17944 0.092
H -3.16515 0.37363 -0.36358 0.118
C -4.64124 -0.06219 1.10362 -0.078
C -5.77866 0.59011 0.39028 -0.266
C -5.96256 1.87887 -0.02041 -0.026
C -7.20843 1.90544 -0.69261 -0.064
C -7.68354 0.63203 -0.64335 -0.122
O -6.82565 -0.16963 0.00588 0.056
H -8.58521 0.18762 -1.01509 0.118
H -7.67814 2.75394 -1.14547 0.099
H -5.29778 2.70309 0.13820 0.111
H -4.97052 -1.00410 1.54940 0.131
H -4.26149 0.60556 1.88447 0.135
C -1.96063 -1.70901 -1.02271 -0.034
N -0.72112 -1.17317 -0.49020 0.030
C 0.15865 -2.00357 0.11811 -0.106
N 1.29312 -1.67246 0.63271 0.163
C 1.56924 -0.35748 0.50871 -0.234
N 2.65566 0.32534 0.91185 -0.056
N 2.49498 1.62183 0.60024 0.068
N 1.37610 1.80527 0.03255 0.091
C 0.73578 0.61309 -0.06699 -0.120
C -0.53801 0.22959 -0.59863 -0.346
O -1.41184 0.92108 -1.08134 0.068
C 3.85720 -0.19278 1.51092 -0.058
C 5.04515 0.06687 0.62078 -0.149
C 5.07597 -0.43347 -0.67607 -0.223
C 6.13507 -0.20417 -1.53240 -0.003
C 7.20535 0.54960 -1.08346 -0.076
C 7.20065 1.06143 0.20275 -0.081
C 6.12698 0.82513 1.04388 -0.031
H 6.12395 1.23340 2.04304 0.114
H 8.03319 1.65237 0.55157 0.104
H 8.03943 0.73790 -1.74135 0.106
H 6.10828 -0.61298 -2.52991 0.119
F 4.03328 -1.17107 -1.11814 0.075
H 4.00912 0.28671 2.48167 0.132
H 3.69614 -1.26688 1.64666 0.136
H -0.12846 -3.04392 0.17716 0.144
H -1.81718 -2.75557 -1.29301 0.133
H -2.23315 -1.12312 -1.90409 0.136

***

41
Properties=species:S:1:pos:R:3:lowdin_charge:R:1 method="wB97M-V/def2-TZVPD" largest_force_ha_per_bohr=0.0756 homo_lumo_gap_ha=0.1836 charge=-1 relative_energy_kcal_mol=0.00 e_lumo_ha=0.0769 homo_ev=-2.904
C 3.16847 1.67614 3.40855 -0.068
C 3.36634 0.75471 2.37787 -0.041
C 2.31553 -0.08719 2.01371 -0.244
C 1.10391 -0.03041 2.67681 -0.242
C 0.89456 0.89401 3.70049 -0.037
C 1.93324 1.75006 4.06682 -0.065
S -0.18373 -1.16494 2.10454 0.705
O -0.30783 -2.25110 3.04272 -0.279
O -1.31922 -0.36919 1.69623 -0.281
C 0.69372 -1.72890 0.63736 -0.294
C 0.06458 -2.23774 -0.43868 -0.013
C 0.76584 -2.48704 -1.70213 -0.207
C 1.91932 -3.30068 -1.73684 -0.043
C 2.64733 -3.48769 -2.90840 -0.075
C 2.27440 -2.81625 -4.07109 -0.096
C 1.17362 -1.96332 -4.05537 -0.084
C 0.40946 -1.82778 -2.89564 -0.017
S 2.43372 -1.25867 0.63709 0.712
O 2.77716 -0.50770 -0.54211 -0.277
O 3.21943 -2.40502 1.04870 -0.297
H 3.97937 2.34414 3.70613 0.107
H 4.32063 0.68621 1.86225 0.122
H -0.07101 0.94600 4.19244 0.124
H 1.78692 2.47759 4.86890 0.108
H -1.00411 -2.46207 -0.34945 0.091
H 2.23537 -3.79867 -0.82477 0.110
H 3.51663 -4.14060 -2.91287 0.103
H 2.86972 -2.92332 -4.97550 0.096
H 0.91892 -1.39634 -4.94595 0.098
H -0.44050 -1.15352 -2.88083 0.117
C -4.46012 -2.48773 -1.35878 -0.095
C -3.94984 -3.57859 -0.54001 -0.513
N -4.73455 -4.66813 -0.25391 0.000
C -4.00175 -5.43480 0.58944 -0.256
C -2.74331 -4.77478 0.82916 -0.239
N -2.71971 -3.64704 0.06925 -0.001
H -3.79780 -1.61408 -1.30867 0.058
H -4.55922 -2.82638 -2.40183 0.058
H -5.46824 -2.20507 -1.01319 0.063
H -4.30772 -6.38291 0.99849 0.042
H -2.00646 -5.10214 1.54276 0.049